DFT (ωB97M-V/def2-TZVPD) results for an isolated molecule of C3H6N2O2.

```
13
Properties=species:S:1:pos:R:3:forces:R:3
N -1.494 0.672 -0.493 0.01 -0.16 0.17
C -1.215 -0.179 0.480 0.15 0.04 0.03
O -2.112 -0.787 1.184 0.05 0.09 -0.01
C 0.060 -0.601 1.046 0.03 0.15 -0.24
O 1.187 0.286 0.958 0.02 -0.14 -0.14
C 1.768 0.390 -0.236 0.01 -0.08 -0.24
N 1.216 0.011 -1.318 0.26 0.17 0.21
H -2.451 0.893 -0.723 0.14 0.01 0.08
H -0.728 0.909 -1.114 -0.19 -0.13 0.00
H 0.323 -1.565 0.596 -0.07 0.05 0.13
H -1.165 -1.016 1.874 -0.28 -0.04 -0.03
H 2.766 0.831 -0.152 -0.16 0.01 0.01
H 1.844 0.157 -2.103 0.01 0.03 0.04
```
Positions in Å, forces in eV/Å.

Properties
- Highest occupied orbital energy: -8.40 eV
- Max |F|: 0.007 Eh/bohr
- Orbital gap: 9.29 eV
- SMILES string: [H]/N=C/O/C=C(\N)O

DFT (ωB97M-V/def2-TZVPD) results for an isolated molecule of C25H33N3O3.

```
64
Properties=species:S:1:pos:R:3:forces:R:3
C 0.801 -8.678 -4.285 -0.18 -0.13 0.09
C -0.242 -9.040 -3.233 0.13 0.20 0.07
C -0.619 -7.866 -2.331 -0.22 0.08 -0.14
C -1.431 -6.794 -3.062 0.26 -0.41 -0.07
O -1.841 -5.751 -2.199 -0.06 0.26 0.21
C -0.962 -4.792 -1.825 0.06 0.23 0.12
C -1.446 -3.859 -0.902 -0.01 -0.17 -0.11
C -0.647 -2.831 -0.462 0.14 0.02 -0.05
C 0.656 -2.685 -0.940 -0.16 -0.24 -0.03
C 1.139 -3.618 -1.850 -0.08 0.25 0.20
C 0.347 -4.663 -2.287 -0.18 -0.31 -0.21
H 0.764 -5.370 -2.986 0.00 -0.10 -0.05
H 2.158 -3.561 -2.205 0.08 0.00 -0.02
C 1.473 -1.562 -0.420 0.15 -0.06 -0.17
O 1.277 -1.063 0.681 -0.08 -0.03 0.22
N 2.458 -1.126 -1.240 0.15 -0.01 -0.24
H 2.463 -1.422 -2.202 -0.09 -0.03 0.09
C 3.362 -0.058 -0.870 0.02 0.25 0.09
H 3.621 -0.182 0.185 0.05 -0.02 -0.12
H 4.261 -0.126 -1.484 -0.11 0.07 0.08
C 2.727 1.332 -1.069 0.27 -0.56 0.19
O 3.087 2.092 -1.944 0.19 0.24 -0.36
N 1.756 1.579 -0.181 -0.38 0.16 0.36
H 1.503 0.840 0.472 0.13 0.01 -0.14
C 0.966 2.792 -0.170 -0.04 0.00 0.09
C -0.522 2.470 -0.312 0.08 0.36 -0.11
C -1.337 3.769 -0.230 -0.06 -0.26 -0.09
N -1.108 4.530 0.978 -0.19 0.05 0.05
C 0.302 4.823 1.143 0.25 -0.03 0.14
C 1.199 3.577 1.123 -0.17 0.24 -0.29
H 2.245 3.876 1.194 0.05 -0.04 0.04
H 0.971 2.937 1.979 0.04 -0.07 0.07
H 0.433 5.366 2.082 0.06 0.06 -0.10
H 0.595 5.484 0.322 0.07 0.05 0.05
C -1.736 3.982 2.169 -0.01 0.01 -0.12
C -1.759 5.005 3.274 -0.01 -0.06 0.11
C -2.162 6.307 2.999 -0.02 -0.02 0.01
C -2.191 7.258 4.002 -0.04 0.06 -0.03
C -1.824 6.918 5.294 0.02 0.03 0.12
C -1.423 5.624 5.575 0.00 0.05 0.14
C -1.388 4.674 4.569 -0.03 -0.04 -0.11
H -1.070 3.665 4.795 0.04 -0.10 -0.01
H -1.133 5.354 6.580 0.03 -0.01 0.08
H -1.848 7.661 6.078 0.00 0.06 0.06
H -2.503 8.268 3.777 -0.03 0.08 -0.02
H -2.438 6.562 1.988 -0.01 0.04 -0.12
H -1.256 3.060 2.535 -0.09 0.02 0.02
H -2.770 3.731 1.904 0.08 -0.09 -0.01
H -2.404 3.549 -0.309 0.02 0.05 -0.06
H -1.060 4.412 -1.074 -0.06 -0.05 -0.06
H -0.710 1.975 -1.266 0.01 -0.07 -0.01
H -0.822 1.789 0.488 -0.02 -0.09 0.03
H 1.302 3.388 -1.026 -0.07 -0.04 0.10
H -1.015 -2.118 0.259 -0.04 0.05 0.07
H -2.458 -3.973 -0.546 -0.12 -0.01 0.04
H -2.365 -7.229 -3.429 0.14 0.05 -0.03
H -0.881 -6.389 -3.918 -0.09 0.01 0.03
H -1.223 -8.228 -1.496 0.01 0.07 0.04
H 0.286 -7.420 -1.912 0.01 0.00 0.06
H 0.156 -9.840 -2.606 -0.10 -0.05 -0.03
H -1.140 -9.421 -3.725 -0.04 -0.11 0.03
H 1.091 -9.563 -4.845 0.08 -0.02 -0.11
H 1.691 -8.267 -3.814 0.12 0.06 0.01
H 0.413 -7.948 -4.991 0.04 0.09 -0.12
```
Positions in Å, forces in eV/Å.

Properties
- Highest occupied orbital energy: -8.29 eV
- Max |F|: 0.013 Eh/bohr
- Orbital gap: 8.91 eV
- SMILES string: CCCCOc1ccc(C(=O)NCC(=O)NC2CCN(Cc3ccccc3)CC2)cc1